{"formula": "C34H53AuBN13Se", "method": "ωB97M-V with the def2-TZVPD basis set", "species": ["Au", "C", "C", "C", "C", "C", "C", "C", "C", "C", "N", "N", "B", "N", "N", "C", "C", "C", "C", "C", "C", "C", "C", "C", "N", "N", "C", "C", "C", "C", "C", "C", "C", "C", "C", "H", "H", "H", "H", "H", "H", "H", "H", "H", "H", "H", "H", "H", "H", "H", "H", "H", "H", "H", "H", "H", "H", "H", "H", "H", "H", "H", "H", "H", "H", "H", "H", "H", "H", "H", "H", "H", "H", "H", "H", "H", "H", "H", "H", "H", "H", "N", "C", "N", "N", "C", "N", "H", "H", "H", "H", "Se", "N", "C", "C", "C", "C", "N", "C", "N", "H", "H", "H"], "positions_angstrom": [[-0.153, 0.269, -1.328], [0.652, 3.091, -2.320], [0.549, 3.745, -0.945], [-0.672, 4.680, -0.919], [0.472, 2.825, 0.234], [0.562, 3.262, 1.553], [0.313, 2.164, 2.362], [0.196, 2.316, 3.848], [-1.200, 1.960, 4.358], [1.277, 1.584, 4.639], [0.124, 1.095, 1.550], [0.214, 1.518, 0.274], [-0.254, -0.384, 1.861], [-1.689, -0.614, 1.318], [-1.949, -0.265, 0.046], [-3.200, -0.574, -0.279], [-3.808, -1.075, 0.868], [-2.827, -1.101, 1.864], [-3.173, -1.605, 3.231], [-2.048, -2.131, 4.108], [-4.019, -0.582, 4.004], [-3.825, -0.279, -1.600], [-3.934, 1.241, -1.756], [-5.203, -0.928, -1.718], [0.657, -1.403, 1.086], [0.473, -1.518, -0.243], [1.192, -2.524, -0.735], [1.844, -3.117, 0.336], [1.490, -2.398, 1.477], [2.002, -2.856, 2.807], [1.190, -4.078, 3.258], [2.114, -1.822, 3.915], [1.202, -3.019, -2.143], [-0.219, -3.239, -2.661], [2.003, -2.100, -3.063], [0.947, 3.835, -3.058], [1.391, 2.298, -2.334], [-0.312, 2.688, -2.626], [1.448, 4.355, -0.786], [-1.596, 4.110, -1.012], [-0.711, 5.255, 0.001], [-0.607, 5.375, -1.751], [0.784, 4.259, 1.877], [0.349, 3.388, 4.016], [-1.386, 0.899, 4.231], [-1.276, 2.205, 5.415], [-1.957, 2.523, 3.818], [1.092, 0.517, 4.656], [2.261, 1.770, 4.214], [1.279, 1.942, 5.664], [-0.183, -0.569, 3.009], [-4.831, -1.368, 0.982], [-3.838, -2.459, 3.021], [-1.524, -1.329, 4.620], [-2.468, -2.781, 4.871], [-1.342, -2.701, 3.514], [-3.442, 0.314, 4.219], [-4.908, -0.296, 3.447], [-4.332, -1.021, 4.948], [-3.176, -0.667, -2.394], [-4.521, 1.659, -0.941], [-2.946, 1.695, -1.748], [-4.425, 1.482, -2.696], [-5.890, -0.500, -0.992], [-5.613, -0.756, -2.710], [-5.142, -2.001, -1.556], [2.490, -3.970, 0.287], [3.018, -3.218, 2.592], [0.161, -3.795, 3.454], [1.192, -4.853, 2.496], [1.610, -4.493, 4.169], [1.147, -1.656, 4.380], [2.789, -2.192, 4.682], [2.513, -0.885, 3.535], [1.715, -3.986, -2.129], [-0.755, -2.297, -2.730], [-0.178, -3.691, -3.648], [-0.762, -3.908, -1.999], [1.625, -1.085, -3.000], [3.056, -2.103, -2.787], [1.914, -2.451, -4.088], [1.526, 1.561, -5.965], [0.398, 1.012, -6.430], [0.118, 1.061, -7.727], [-0.473, 0.421, -5.638], [-0.477, 0.266, -4.399], [-0.681, 0.042, -3.271], [2.206, 1.935, -6.605], [1.797, 1.428, -4.998], [0.705, 1.558, -8.374], [-0.745, 0.672, -8.068], [4.601, 1.115, -4.433], [5.624, 1.010, -3.049], [4.893, 0.839, -1.960], [5.364, 0.713, -0.641], [4.425, 0.516, 0.334], [3.060, 0.438, -0.005], [2.578, 0.572, -1.216], [3.464, 0.788, -2.205], [3.127, 0.941, -3.482], [6.422, 0.767, -0.438], [4.710, 0.426, 1.369], [2.347, 0.249, 0.782]], "forces_ev_per_angstrom": [[-0.315, 2.623, 1.648], [0.115, -0.048, 0.330], [-0.090, 0.141, -0.303], [0.231, 0.000, 0.066], [0.113, 0.631, -0.196], [-0.053, -0.665, -0.344], [0.089, 0.514, -0.390], [0.028, -0.336, 0.387], [0.165, 0.168, -0.156], [-0.041, 0.116, -0.101], [0.044, -0.278, 0.597], [-0.266, -1.500, -0.815], [-0.252, -0.599, -0.329], [0.058, 0.156, 0.814], [-0.051, 0.546, -1.432], [-0.240, 0.083, 0.377], [0.709, 0.006, 0.099], [-0.745, 0.005, -0.724], [-0.151, -0.227, 0.488], [-0.068, 0.018, -0.151], [0.090, -0.101, -0.152], [-0.107, 0.252, -0.165], [0.036, -0.219, -0.130], [0.287, -0.046, -0.034], [0.355, -0.014, 0.667], [-0.084, -0.044, -1.030], [0.419, -0.675, 0.937], [-0.151, 0.401, -0.075], [0.521, -0.465, -0.467], [-0.010, -0.103, 0.358], [0.103, 0.066, -0.037], [-0.011, -0.180, -0.153], [-0.040, 0.146, -0.323], [0.201, -0.115, 0.120], [-0.077, -0.167, 0.113], [-0.054, 0.025, -0.083], [0.121, -0.006, -0.109], [-0.238, -0.018, -0.071], [-0.119, -0.104, -0.013], [-0.053, -0.049, -0.009], [-0.056, 0.048, 0.067], [-0.048, 0.091, -0.085], [-0.040, 0.189, 0.037], [-0.040, -0.125, -0.114], [-0.061, -0.128, 0.024], [-0.030, -0.015, 0.073], [-0.165, -0.003, -0.018], [0.002, -0.178, 0.000], [0.153, -0.028, 0.006], [0.005, 0.021, 0.104], [0.039, 0.003, 0.398], [-0.190, -0.153, 0.012], [0.213, 0.207, 0.016], [0.144, 0.094, 0.030], [0.011, -0.061, 0.056], [0.083, -0.065, 0.043], [0.003, 0.092, 0.024], [-0.073, 0.049, -0.036], [-0.053, -0.008, 0.087], [0.000, -0.028, 0.057], [-0.027, 0.076, 0.050], [0.090, 0.195, 0.005], [-0.017, 0.103, -0.099], [-0.087, 0.023, 0.060], [-0.031, 0.029, -0.066], [-0.069, -0.102, 0.014], [0.129, -0.245, 0.108], [-0.171, 0.117, -0.049], [-0.056, -0.055, 0.055], [-0.004, -0.081, -0.054], [0.062, -0.046, 0.149], [-0.102, 0.155, 0.072], [0.042, 0.001, 0.092], [0.009, 0.186, 0.055], [-0.096, 0.055, 0.127], [-0.151, -0.030, -0.029], [-0.069, -0.022, -0.126], [-0.128, -0.033, 0.027], [0.081, 0.049, -0.154], [0.083, 0.088, 0.003], [0.040, 0.004, -0.181], [-0.141, -0.033, -0.255], [0.506, 0.313, -0.036], [0.063, 0.070, -0.009], [-0.634, -0.247, -0.801], [-0.102, -0.353, 0.641], [0.164, -0.301, 0.449], [0.010, 0.096, -0.022], [0.032, -0.047, 0.137], [0.005, -0.039, -0.038], [-0.015, -0.010, 0.090], [-0.231, -0.028, 0.163], [1.267, -0.025, 0.738], [-0.632, 0.074, -1.023], [-0.135, -0.132, 0.707], [0.891, 0.112, -0.302], [-0.373, 0.027, -0.309], [-0.763, 0.059, 0.398], [1.033, 0.135, -1.015], [-0.895, -0.054, 0.205], [0.106, 0.014, 0.063], [0.032, -0.065, 0.110], [-0.078, 0.026, 0.061]], "gap_ha": [0.17721, 0.17718], "e_tot_ev": -125190.349, "e_above_lowest_kj_mol": 0.0, "charge": 2}